Computed, not measured: a gas-phase ion, C7H15N2 (charge +1) in a non-equilibrium geometry, with ωB97M-V/def2-TZVPD.

Each line ends with the Löwdin charge.
Atoms and positions in Å:
C: -0.008 1.222 0.918  -0.14
C: -1.373 0.930 0.329  -0.22
C: -1.533 -0.621 0.438  -0.16
C: 0.597 -0.944 0.191  -0.05
C: -1.299 1.581 -1.170  0.00
C: 1.415 -2.076 -0.336  -0.03
C: 2.395 0.508 0.868  -0.01
N: 0.990 0.208 0.628  -0.14
N: -2.384 -1.299 -0.319  0.11
H: 0.375 2.033 0.439  0.09
H: -0.025 1.366 1.964  0.13
H: -2.271 1.471 0.835  0.18
H: -1.440 -0.976 1.477  0.14
H: -2.186 2.210 -1.351  0.10
H: -1.156 0.838 -1.893  0.06
H: -0.514 2.190 -1.249  0.02
H: 2.577 -1.845 -0.286  0.12
H: 1.043 -2.138 -1.434  0.13
H: 1.172 -2.953 0.199  0.06
H: 2.523 1.152 1.795  0.13
H: 2.983 -0.350 1.205  0.09
H: 2.817 0.962 -0.072  0.13
H: -2.820 -0.911 -1.154  0.13
H: -2.430 -2.294 -0.180  0.12

Summary:
total energy	-10473.5273	eV
energy relative to the best compared isomer or geometry (same formula, charge and spin)	2.768	eV
HOMO	-12.590	eV
net charge	+1
frontier orbital gap	9.83	eV
2S+1	1

=====

Computed, not measured: a gas-phase ion, C7H15N2 (charge +1) in a non-equilibrium geometry, with ωB97M-V/def2-TZVPD.

Each line ends with the Löwdin charge.
Atoms and positions in Å:
C: 1.699 -1.177 -0.047  -0.01
C: 2.654 0.877 -0.096  -0.08
C: 0.413 -0.145 0.645  -0.21
C: -1.842 0.920 0.544  -0.04
C: -1.574 -1.576 0.375  -0.07
C: -0.697 -0.108 -1.562  -0.04
C: -0.911 -0.249 0.010  -0.64
N: 2.718 -0.543 -0.241  0.04
N: 1.187 1.100 0.486  0.07
H: 1.572 -2.275 -0.233  0.14
H: 3.435 1.149 0.668  0.15
H: 2.785 1.416 -1.078  0.15
H: 0.390 -0.513 1.719  0.17
H: -1.969 0.636 1.669  0.12
H: -2.852 0.821 0.040  0.10
H: -1.365 1.960 0.284  0.10
H: -0.969 -2.477 0.050  0.09
H: -1.723 -1.710 1.584  0.14
H: -2.622 -1.598 -0.083  0.11
H: -1.588 0.422 -2.085  0.11
H: -0.697 -1.102 -2.169  0.12
H: 0.089 0.631 -1.847  0.07
H: 1.140 1.658 1.438  0.23
H: 0.727 1.882 -0.072  0.17

Summary:
total energy	-10473.4870	eV
energy relative to the best compared isomer or geometry (same formula, charge and spin)	2.809	eV
HOMO	-14.122	eV
net charge	+1
frontier orbital gap	10.66	eV
SMILES	CC(C)(C)[C@H]1C=NC[NH2+]1
2S+1	1

=====

Computed, not measured: 2 unconnected molecules or ions with the total composition C7H15N2O in a non-equilibrium geometry, with ωB97M-V/def2-TZVPD.

Each line ends with the Löwdin charge.
Atoms and positions in Å:
C: -2.642 0.129 0.630  -0.25
C: 0.284 -1.392 -1.685  0.00
C: 0.412 1.475 -0.465  -0.01
C: 0.789 0.464 1.773  0.05
C: 2.386 0.072 -0.022  0.00
C: -2.687 -0.510 -0.562  -0.02
C: 0.232 -1.091 -0.240  -0.40
N: -2.513 0.773 1.645  0.16
N: 0.950 0.295 0.234  -0.27
O: -0.272 -1.802 0.530  0.19
H: 1.225 -1.067 -2.257  0.12
H: -0.586 -0.933 -2.175  0.09
H: 0.109 -2.487 -1.806  0.13
H: -0.588 1.549 -0.069  0.07
H: 0.996 2.361 -0.290  0.10
H: 0.289 1.438 -1.642  0.16
H: 0.938 -0.361 2.291  0.05
H: 1.550 1.249 2.046  0.15
H: -0.211 0.574 1.995  0.04
H: 2.793 -0.384 0.893  0.12
H: 2.528 -0.615 -0.922  0.11
H: 2.823 1.052 -0.311  0.12
H: -2.622 -1.646 -0.595  0.10
H: -2.991 0.042 -1.427  0.06
H: -3.192 0.814 2.431  0.12

Summary:
total energy	-12520.3937	eV
energy relative to the best compared isomer or geometry (same formula, charge and spin)	4.271	eV
HOMO	-12.404	eV
net charge	+1
frontier orbital gap	9.39	eV
2S+1	1

=====

Computed, not measured: a gas-phase ion, C7H15N2O2 (charge +1) in a non-equilibrium geometry, with ωB97M-V/def2-TZVPD.

Each line ends with the Löwdin charge.
Atoms and positions in Å:
C: 2.225 1.232 0.146  -0.11
C: -0.965 -1.053 0.446  -0.09
C: -0.799 1.027 -0.852  -0.07
C: -2.448 -0.553 0.745  -0.11
C: -2.108 1.455 -0.334  -0.22
C: 2.069 -1.311 0.769  0.02
C: 1.421 -0.298 -0.193  -0.39
N: 1.440 -0.551 -1.545  0.12
N: -0.092 0.062 0.156  -0.04
O: 1.752 2.126 0.748  0.12
O: -3.013 0.409 -0.189  -0.14
H: 3.207 1.177 -0.137  0.10
H: -0.500 -1.534 1.190  0.08
H: -1.023 -1.835 -0.348  0.16
H: -0.925 0.334 -1.735  0.16
H: -0.127 1.815 -1.202  0.13
H: -3.306 -1.327 0.775  0.17
H: -2.506 -0.134 1.747  0.12
H: -2.173 1.840 0.721  0.15
H: -2.641 2.168 -1.089  0.18
H: 1.842 -2.310 0.578  0.09
H: 1.864 -1.096 1.781  0.10
H: 3.076 -1.335 0.721  0.06
H: 2.220 -1.134 -1.766  0.11
H: 1.550 0.172 -2.199  0.09
H: -0.042 0.655 1.066  0.21

Summary:
total energy	-14568.1963	eV
energy relative to the best compared isomer or geometry (same formula, charge and spin)	2.952	eV
HOMO	-13.525	eV
net charge	+1
frontier orbital gap	10.35	eV
SMILES	C[C@](N)(C=O)[NH+]1CCOCC1
2S+1	1

=====

Computed, not measured: a gas-phase ion, C7H15N2O2 (charge +1) in a non-equilibrium geometry, with ωB97M-V/def2-TZVPD.

Each line ends with the Löwdin charge.
Atoms and positions in Å:
C: -2.275 -0.297 -0.701  -0.22
C: -2.105 1.055 -0.049  -0.14
C: -1.650 -1.373 0.133  -0.15
C: -0.604 1.270 -0.026  -0.16
C: -0.116 -1.122 0.376  -0.36
C: 0.078 0.327 0.888  -0.24
C: 2.234 0.064 -0.147  -0.42
N: 0.811 -1.248 -0.719  0.09
N: 1.526 0.653 0.998  0.18
O: 2.474 0.943 -1.114  0.18
O: 3.116 -0.805 0.399  0.15
H: -3.398 -0.717 -0.897  0.18
H: -1.752 -0.462 -1.620  0.09
H: -2.472 1.805 -0.859  0.16
H: -2.595 1.067 0.858  0.10
H: -2.049 -1.337 1.141  0.12
H: -1.502 -2.469 -0.197  0.16
H: -0.128 1.060 -1.001  0.12
H: -0.253 2.295 0.248  0.14
H: 0.298 -1.899 1.053  0.15
H: -0.141 0.451 1.916  0.16
H: 0.374 -0.659 -1.565  0.12
H: 1.599 1.707 0.921  0.21
H: 2.066 0.580 1.811  0.17
H: 3.029 0.620 -1.758  0.11
H: 3.433 -1.509 -0.088  0.10

Summary:
total energy	-14567.5594	eV
energy relative to the best compared isomer or geometry (same formula, charge and spin)	3.589	eV
HOMO	-13.137	eV
net charge	+1
frontier orbital gap	9.88	eV
2S+1	1

=====

Computed, not measured: a gas-phase ion, C7H15N2O2 (charge +1) in a non-equilibrium geometry, with ωB97M-V/def2-TZVPD.

Each line ends with the Löwdin charge.
Atoms and positions in Å:
C: 0.290 -1.477 -0.149  -0.20
C: 0.163 0.837 2.160  -0.54
C: 0.205 -2.321 1.057  0.04
C: 0.842 -2.098 -1.375  0.02
C: 0.750 1.954 -0.801  -0.01
C: -1.444 1.043 -1.689  -0.01
C: -0.020 0.715 -1.248  -0.33
N: -0.772 1.373 2.935  0.22
N: -0.087 -0.240 -0.140  0.01
O: -0.599 0.314 1.021  0.00
O: 1.335 0.764 2.334  0.16
H: -0.309 -1.850 1.889  0.10
H: 1.220 -2.573 1.372  0.13
H: -0.289 -3.262 0.815  0.12
H: 0.982 -3.165 -1.226  0.10
H: 1.817 -1.662 -1.606  0.12
H: 0.200 -1.949 -2.242  0.11
H: 0.177 2.543 -0.090  0.09
H: 1.700 1.682 -0.347  0.09
H: 0.951 2.579 -1.665  0.10
H: -1.413 1.744 -2.515  0.10
H: -2.004 1.493 -0.877  0.09
H: -1.963 0.146 -2.018  0.09
H: 0.521 0.236 -2.064  0.14
H: -1.743 1.370 2.666  0.13
H: -0.509 1.805 3.805  0.14

Summary:
total energy	-14570.4898	eV
energy relative to the best compared isomer or geometry (same formula, charge and spin)	0.659	eV
HOMO	-14.674	eV
net charge	+1
frontier orbital gap	10.91	eV
SMILES	CC(C)=[N+](OC(N)=O)C(C)C
2S+1	1

=====

Computed, not measured: a molecular structure, C7H15N2TeW in a non-equilibrium geometry, with ωB97M-V/def2-TZVPD.

Each line ends with the Löwdin charge.
Atoms and positions in Å:
C: 2.002 0.527 -1.340  -0.07
W: -1.840 -1.018 -1.395  0.69
N: -2.349 -3.022 -2.266  -0.09
N: -0.882 -0.781 -3.512  -0.08
H: -3.263 -2.633 -2.537  0.05
H: 3.032 0.107 -1.372  0.03
H: 1.948 1.164 -0.454  -0.01
H: 0.872 -0.122 -1.172  0.02
H: 1.757 1.231 -2.183  0.01
H: -1.724 -0.529 -4.037  0.05
H: -0.478 -1.524 -4.097  0.08
H: -0.258 0.007 -3.757  0.07
H: -1.909 -3.476 -3.079  0.08
H: -2.456 -3.703 -1.506  0.07
Te: -1.030 -1.510 1.071  0.79
C: -0.048 0.087 2.036  -0.66
C: -0.817 1.225 2.329  -0.19
C: -0.336 2.305 3.091  -0.07
C: 1.033 2.319 3.482  -0.07
C: 1.858 1.199 3.211  -0.07
C: 1.326 0.110 2.448  -0.13
H: -1.841 1.217 1.990  0.07
H: -0.943 3.192 3.289  0.11
H: 1.442 3.157 4.063  0.11
H: 2.948 1.223 3.489  0.12
H: 1.955 -0.753 2.209  0.09

Summary:
total energy	-19590.1397	eV
energy relative to the best compared isomer or geometry (same formula, charge and spin)	1.050	eV
HOMO (alpha / beta)	-11.367 / -10.645	eV
net charge	+1
frontier orbital gap (alpha / beta)	6.89 / 6.56	eV
2S+1	3
⟨S²⟩	2.0582

=====

Computed, not measured: a molecular structure, C7H15N2Ti in a non-equilibrium geometry, with ωB97M-V/def2-TZVPD.

Each line ends with the Löwdin charge.
Atoms and positions in Å:
C: -1.503 2.181 -1.668  -0.28
Ti: -0.520 0.402 -2.277  0.84
N: 0.828 -1.237 -3.002  -0.03
H: 0.044 1.178 -3.609  -0.04
H: 1.825 -0.972 -2.988  0.08
H: -1.928 -0.343 -2.632  -0.04
H: -1.919 2.589 -2.609  0.00
H: -0.790 2.888 -1.194  0.01
H: -2.316 1.894 -0.971  0.00
H: 0.705 -2.022 -2.347  0.07
H: 0.610 -1.574 -3.947  0.08
C: 0.661 -0.655 3.913  -0.02
C: 0.425 -0.449 2.438  -0.22
C: 1.338 0.287 1.672  0.01
C: 1.116 0.494 0.315  -0.08
N: 0.038 -0.048 -0.312  -0.12
C: -0.882 -0.733 0.425  -0.09
C: -0.696 -0.961 1.779  0.01
H: 1.603 -1.182 4.103  0.10
H: 0.719 0.288 4.470  0.10
H: -0.135 -1.248 4.372  0.09
H: 2.217 0.732 2.146  0.14
H: 1.784 1.095 -0.303  0.13
H: -1.765 -1.085 -0.116  0.12
H: -1.457 -1.521 2.340  0.14

Summary:
total energy	-33589.7251	eV
HOMO	-12.718	eV
net charge	+1
frontier orbital gap	8.59	eV
2S+1	1

=====

Computed, not measured: a single C7H15N3 molecule in a non-equilibrium geometry, with ωB97M-V/def2-TZVPD.

Each line ends with the Löwdin charge.
Atoms and positions in Å:
C: 1.540 0.709 0.062  -0.32
C: 2.322 1.903 0.538  -0.04
C: -1.832 0.270 -0.547  -0.05
C: -0.242 -1.587 -1.020  -0.06
C: -1.256 -1.364 1.257  -0.05
C: 0.334 0.383 0.521  -0.04
C: -0.707 -0.598 0.046  -0.60
N: 2.304 -0.133 -0.784  -0.03
N: 2.603 -1.806 0.701  0.04
N: 2.907 -1.230 -0.329  -0.12
H: 2.635 2.496 -0.323  0.08
H: 1.733 2.529 1.200  0.08
H: 3.223 1.580 1.065  0.08
H: -1.457 0.857 -1.384  0.09
H: -2.645 -0.359 -0.902  0.08
H: -2.228 0.954 0.202  0.08
H: 0.507 -2.272 -0.632  0.06
H: -1.092 -2.179 -1.354  0.09
H: 0.171 -1.068 -1.880  0.08
H: -1.561 -0.673 2.041  0.08
H: -0.500 -2.033 1.661  0.08
H: -2.120 -1.957 0.966  0.09
H: -0.066 1.048 1.282  0.12
H: 2.826 0.304 -1.533  0.14
H: 1.852 -1.372 1.276  0.05

Summary:
total energy	-11970.4939	eV
energy relative to the best compared isomer or geometry (same formula, charge and spin)	1.607	eV
HOMO	-9.094	eV
net charge	0
frontier orbital gap	9.89	eV
SMILES	[H]/N=N\N/C(C)=C\C(C)(C)C
2S+1	1